*i*
C41H36N2O4SbSe4Ti | the ωB97M-V functional and the def2-TZVPD basis

```
89
C41H36N2O4SbSe4Ti, DFT the ωB97M-V functional and the def2-TZVPD basis
Ti -0.175 -0.276 -0.263
C -1.473 1.897 6.130
C -0.713 0.962 5.216
C 0.169 -0.003 6.001
O 0.038 1.724 4.291
C 0.257 0.854 3.186
C -1.062 -0.011 3.136
O -1.643 0.251 4.416
C -2.189 -0.008 2.067
O -1.599 -0.387 0.861
C -3.173 -1.112 2.490
C -4.192 -0.855 3.403
C -5.057 -1.865 3.791
C -4.914 -3.146 3.271
C -3.899 -3.406 2.365
C -3.030 -2.394 1.975
C -2.977 1.274 1.835
C -2.805 2.434 2.568
C -3.564 3.567 2.285
C -4.513 3.539 1.279
C -4.702 2.370 0.547
C -3.938 1.251 0.822
C 0.978 1.543 1.990
O 0.783 0.699 0.900
C 0.645 2.973 1.555
C -0.024 3.926 2.307
C -0.245 5.202 1.791
C 0.219 5.542 0.533
C 0.925 4.601 -0.211
C 1.138 3.333 0.295
C 2.477 1.566 2.341
C 3.377 0.804 1.612
C 4.728 0.829 1.935
C 5.186 1.614 2.980
C 4.284 2.382 3.710
C 2.936 2.360 3.391
H -0.806 2.323 6.880
H -2.261 1.339 6.634
H -1.924 2.706 5.557
H 0.971 0.546 6.495
H 0.608 -0.765 5.359
H -0.436 -0.509 6.754
H 1.004 0.111 3.482
H -0.717 -1.050 3.094
H -4.307 0.141 3.809
H -5.847 -1.653 4.501
H -5.592 -3.935 3.573
H -3.776 -4.401 1.955
H -2.233 -2.598 1.271
H -2.072 2.460 3.358
H -3.405 4.473 2.858
H -5.106 4.419 1.063
H -5.440 2.337 -0.245
H -4.070 0.342 0.247
H -0.368 3.684 3.300
H -0.782 5.930 2.387
H 0.047 6.535 0.137
H 1.307 4.855 -1.192
H 1.672 2.593 -0.293
H 3.038 0.181 0.794
H 5.404 0.213 1.355
H 6.240 1.632 3.229
H 4.632 3.002 4.527
H 2.238 2.966 3.955
C -2.156 3.603 -1.596
C -2.616 3.338 -2.870
C -2.445 2.067 -3.395
C -1.787 1.106 -2.643
N -1.322 1.374 -1.415
C -1.527 2.585 -0.899
C -1.610 -0.284 -3.117
C -1.758 -0.630 -4.443
C -1.602 -1.960 -4.815
C -1.318 -2.889 -3.841
C -1.161 -2.456 -2.529
N -1.284 -1.183 -2.169
H -2.283 4.565 -1.122
H -3.120 4.103 -3.449
H -2.834 1.821 -4.372
H -1.181 2.750 0.110
H -1.956 0.128 -5.187
H -1.682 -2.252 -5.854
H -1.153 -3.930 -4.069
H -0.881 -3.151 -1.750
Se 1.669 0.056 -2.126
Sb 2.546 -2.241 -1.519
Se 2.093 -3.904 -3.204
Se 4.729 -2.104 -0.544
Se 0.728 -2.497 0.297
```

The calculation puts the lowest unoccupied orbital energy at 1.66 eV. For the orbital gap, the calculation gives 5.91 eV. Its total charge is -1.

=====

*ii*
C41H36N2O4SbSe4Ti | the ωB97M-V functional and the def2-TZVPD basis

```
89
C41H36N2O4SbSe4Ti, DFT the ωB97M-V functional and the def2-TZVPD basis
Ti -1.536 0.513 -0.996
C 2.133 1.951 3.968
C 2.477 0.904 2.913
C 3.823 0.274 3.201
O 2.491 1.496 1.620
C 1.228 1.300 0.971
C 0.451 0.489 2.063
O 1.481 -0.109 2.840
C -0.778 -0.443 1.842
O -1.542 0.141 0.823
C -1.604 -0.360 3.139
C -2.940 0.016 3.075
C -3.704 0.118 4.232
C -3.139 -0.145 5.469
C -1.798 -0.497 5.545
C -1.035 -0.597 4.391
C -0.466 -1.917 1.490
C -0.624 -2.966 2.394
C -0.450 -4.287 2.002
C -0.122 -4.597 0.692
C 0.036 -3.567 -0.222
C -0.134 -2.250 0.178
C 1.489 0.958 -0.530
O 0.255 0.728 -1.150
C 2.377 -0.238 -0.867
C 2.712 -0.426 -2.209
C 3.461 -1.519 -2.613
C 3.893 -2.452 -1.675
C 3.551 -2.282 -0.345
C 2.791 -1.187 0.053
C 2.083 2.252 -1.113
C 1.223 3.256 -1.546
C 1.726 4.463 -2.016
C 3.096 4.672 -2.056
C 3.960 3.678 -1.613
C 3.456 2.476 -1.138
H 2.907 2.718 3.973
H 2.085 1.486 4.953
H 1.183 2.441 3.760
H 4.587 1.051 3.213
H 4.080 -0.456 2.439
H 3.801 -0.211 4.177
H 0.703 2.257 0.906
H 0.015 1.299 2.656
H -3.370 0.274 2.117
H -4.739 0.427 4.161
H -3.732 -0.057 6.371
H -1.339 -0.686 6.508
H 0.013 -0.855 4.460
H -0.905 -2.765 3.416
H -0.583 -5.077 2.731
H 0.007 -5.628 0.387
H 0.305 -3.780 -1.250
H -0.009 -1.469 -0.561
H 2.386 0.304 -2.941
H 3.714 -1.640 -3.659
H 4.483 -3.305 -1.985
H 3.855 -3.015 0.394
H 2.484 -1.106 1.083
H 0.149 3.119 -1.495
H 1.030 5.233 -2.327
H 3.490 5.614 -2.420
H 5.031 3.840 -1.628
H 4.132 1.710 -0.778
C -0.904 0.690 -5.422
C -1.699 -0.314 -5.928
C -2.380 -1.142 -5.054
C -2.237 -0.935 -3.691
N -1.495 0.045 -3.214
C -0.833 0.843 -4.049
C -2.930 -1.731 -2.662
C -3.634 -2.894 -2.939
C -4.251 -3.568 -1.900
C -4.165 -3.060 -0.616
C -3.454 -1.891 -0.418
N -2.849 -1.247 -1.417
H -0.364 1.367 -6.068
H -1.802 -0.448 -6.997
H -3.026 -1.922 -5.429
H -0.255 1.635 -3.587
H -3.684 -3.274 -3.949
H -4.792 -4.485 -2.093
H -4.632 -3.553 0.224
H -3.348 -1.445 0.562
Se -4.910 5.928 -0.628
Sb -2.659 5.783 -1.358
Se -2.177 5.819 -3.689
Se -0.875 5.889 0.203
Se -2.735 2.340 -1.356
```

The calculation puts the lowest unoccupied orbital energy at 0.90 eV. For the orbital gap, the calculation gives 5.12 eV. Its total charge is -1.

=====

Which one is most stable, and which one is least stable? *i* is the most stable of them, while *ii* is the least stable.

=====

*i*
C8H9NO3S | the ωB97M-V functional and the def2-TZVPD basis

```
22
C8H9NO3S, DFT the ωB97M-V functional and the def2-TZVPD basis
C 0.404 0.806 -0.605
C -0.400 -1.153 0.607
C -0.884 1.187 -0.811
C -1.707 -0.736 0.345
C 0.706 -0.327 0.163
C -1.920 0.366 -0.480
C 5.006 -0.446 -0.312
C -4.193 0.315 0.126
N 4.789 -1.609 -0.448
O 3.844 1.245 0.969
O 1.933 -0.643 0.548
O -3.193 0.877 -0.718
S 5.081 1.153 0.121
H 1.256 1.502 -0.602
H -0.362 -2.184 1.071
H -1.047 2.107 -1.416
H -2.561 -1.273 0.636
H -4.955 1.087 0.048
H -3.839 0.454 1.180
H -4.582 -0.728 -0.008
H 2.539 0.140 0.590
H 4.085 -2.140 -1.002
```

The calculation puts the lowest unoccupied orbital energy at -0.61 eV. For the orbital gap, the calculation gives 7.02 eV.

=====

*ii*
C8H9NO3S | the ωB97M-V functional and the def2-TZVPD basis

```
22
C8H9NO3S, DFT the ωB97M-V functional and the def2-TZVPD basis
C 0.204 -1.181 1.262
C 0.997 -0.309 0.630
C -1.074 -0.443 1.314
C 0.090 0.922 0.615
C -2.048 -0.646 0.436
C -0.181 1.314 -0.638
C 0.456 -2.606 1.203
C -0.896 2.537 -1.058
N 2.054 -0.205 -0.206
O 1.376 -0.013 -2.690
O 2.321 2.073 -1.569
O -0.740 0.907 1.663
S 1.495 0.858 -1.511
H -2.076 -1.702 0.203
H -2.959 -0.135 0.331
H -0.256 -3.012 1.849
H 0.384 -3.008 0.186
H 1.414 -2.820 1.625
H -0.144 3.210 -1.297
H -1.432 2.992 -0.123
H -1.556 2.386 -1.929
H 2.573 -1.119 -0.296
```

The calculation puts the lowest unoccupied orbital energy at 0.11 eV. For the orbital gap, the calculation gives 8.75 eV.

=====

Which one is most stable, and which one is least stable? *i* is the most stable of them, while *ii* is the least stable.

=====

*i*
CHN3O2 | the ωB97M-V functional and the def2-TZVPD basis

```
7
CHN3O2, DFT the ωB97M-V functional and the def2-TZVPD basis
C 0.495 0.399 -0.343
N 0.824 1.662 0.186
N 1.784 0.915 -0.007
N -0.102 -0.703 0.028
O -1.508 -0.674 0.074
O 0.355 -1.824 0.015
H -1.849 0.224 0.048
```

The calculation puts the lowest unoccupied orbital energy (spin up / spin down) at -0.49 / -0.49 eV. For the orbital gap (spin up / spin down), the calculation gives 8.99 / 8.99 eV. The structure (SMILES) is [O-][N+](O)=c1nn1.

=====

*ii*
CHN3O2 | the ωB97M-V functional and the def2-TZVPD basis

```
7
CHN3O2, DFT the ωB97M-V functional and the def2-TZVPD basis
C 0.462 -0.117 -0.404
H 2.269 -0.309 -0.907
N -0.882 -0.374 -0.664
N -1.442 0.031 0.398
N 0.687 0.417 0.768
O 1.377 -0.416 -1.292
O -0.574 0.477 1.269
```

The calculation puts the lowest unoccupied orbital energy at 0.39 eV. For the orbital gap, the calculation gives 11.47 eV. The structure (SMILES) is Oc1nnon1.

=====

*iii*
CHN3O2 | the ωB97M-V functional and the def2-TZVPD basis

```
7
CHN3O2, DFT the ωB97M-V functional and the def2-TZVPD basis
O 2.116 -0.638 0.072
C 1.066 -1.063 -0.206
N -0.100 0.844 0.511
N -1.211 0.581 0.028
N -2.117 0.047 -0.381
O 0.074 -1.590 -0.528
H 0.173 1.819 0.504
```

The calculation puts the lowest unoccupied orbital energy at 0.60 eV. For the orbital gap, the calculation gives 11.15 eV.

=====

Which one is most stable, and which one is least stable? *iii* is the most stable of them, while *i* is the least stable.

=====

*i*
C3H5N2OS | the ωB97M-V functional and the def2-TZVPD basis

```
12
C3H5N2OS, DFT the ωB97M-V functional and the def2-TZVPD basis
C -0.858 -0.717 -1.541
C 0.340 -0.261 0.559
C -0.560 1.738 -0.108
N -0.005 -0.864 -0.630
N 1.260 -0.770 1.420
O 0.116 0.958 0.785
S -2.066 -0.642 -2.472
H -1.229 2.530 0.143
H -0.648 1.488 -1.127
H 0.479 -1.724 -0.675
H 1.451 -1.717 1.745
H 1.723 -0.019 1.900
```

The calculation puts the lowest unoccupied orbital energy (spin up / spin down) at -5.08 / -5.45 eV. As for the expectation value of S²: 2.009. For the orbital gap (spin up / spin down), the calculation gives 5.90 / 9.24 eV. The spin multiplicity is 3. Its total charge is +1.

=====

*ii*
C3H5N2OS | the ωB97M-V functional and the def2-TZVPD basis

```
12
C3H5N2OS, DFT the ωB97M-V functional and the def2-TZVPD basis
C 0.436 1.018 0.629
C -0.133 -1.108 0.269
C -0.204 -0.466 -0.879
N 0.174 0.859 -0.693
N 0.222 -0.114 1.268
O 0.524 -0.027 2.710
S 0.066 1.922 -2.067
H 0.967 1.753 1.117
H -0.437 -2.217 0.467
H -0.685 -0.877 -1.776
H -0.158 -0.583 3.263
H 1.387 2.020 -2.323
```

The calculation puts the lowest unoccupied orbital energy (spin up / spin down) at -3.59 / -7.67 eV. As for the expectation value of S²: 2.005. For the orbital gap (spin up / spin down), the calculation gives 6.85 / 7.22 eV. The spin multiplicity is 3. Its total charge is +1.

=====

Which one is most stable, and which one is least stable? *i* is the most stable of them, while *ii* is the least stable.

=====

*i*
C19H25N3O3 | the ωB97M-V functional and the def2-TZVPD basis

```
50
C19H25N3O3, DFT the ωB97M-V functional and the def2-TZVPD basis
C 1.093 -1.630 -5.098
C 1.276 -1.388 -3.604
H 1.641 -0.425 -3.390
H 0.410 -1.570 -3.083
C 2.288 -2.467 -3.332
C 2.747 -2.211 -1.781
O 2.460 -2.854 -0.929
O 3.309 -1.220 -1.483
C 3.618 -0.888 -0.136
H 3.900 -1.637 0.423
H 4.566 -0.180 0.020
C 2.476 -0.333 0.646
O 2.375 0.086 1.647
N 1.412 0.081 -0.068
C 0.090 0.548 0.239
C -0.421 1.723 -0.314
C -1.665 1.973 0.481
N -1.500 1.046 1.546
N -0.570 0.208 1.534
C -0.069 -0.757 2.348
C 0.301 -2.097 1.813
C 0.811 -3.016 2.828
C 0.405 -2.838 4.224
C -0.029 -1.562 4.597
C -0.598 -0.856 3.747
H -0.946 0.360 4.019
H -0.467 -1.382 5.444
H 0.538 -3.682 4.978
H 1.139 -3.898 2.376
H 0.550 -2.098 0.806
C -2.781 2.756 0.555
C -3.611 2.449 -0.887
H -2.885 2.634 -1.642
H -3.979 1.567 -0.921
H -4.344 3.264 -1.013
C -3.657 2.675 1.867
H -4.238 1.607 1.718
H -2.964 3.098 2.651
H -4.487 3.406 1.604
C -2.000 4.190 0.476
H -1.552 4.647 1.300
H -1.244 4.413 -0.420
H -2.894 4.968 0.251
H -0.295 2.258 -1.311
H 1.539 -0.097 -1.172
H 1.988 -3.374 -3.302
H 3.334 -2.166 -3.751
H 0.221 -0.843 -5.539
H 0.616 -2.822 -5.215
H 2.098 -1.662 -5.742
```

The calculation puts the lowest unoccupied orbital energy at 0.44 eV. For the orbital gap, the calculation gives 7.75 eV. The structure (SMILES) is CCCC(=O)OCC(=O)Nc1cc(C(C)(C)C)nn1-c1ccccc1.

=====

*ii*
C19H25N3O3 | the ωB97M-V functional and the def2-TZVPD basis

```
50
C19H25N3O3, DFT the ωB97M-V functional and the def2-TZVPD basis
C -8.272 -0.885 -0.044
C -8.414 0.423 -0.133
C -7.445 1.353 -0.809
H -7.230 2.209 -0.152
O -6.248 0.753 -1.249
C -5.307 0.396 -0.332
C -4.133 -0.139 -0.859
C -3.092 -0.530 -0.025
C -3.227 -0.383 1.359
C -4.391 0.144 1.876
C -5.433 0.534 1.047
H -6.337 0.927 1.484
H -4.503 0.256 2.944
H -2.413 -0.689 1.995
C -1.883 -1.082 -0.598
N -0.906 -1.436 0.132
N 0.194 -1.946 -0.442
C 1.294 -2.279 0.294
O 1.373 -2.138 1.493
C 2.454 -2.772 -0.545
C 3.414 -1.580 -0.723
O 3.655 -1.119 -1.818
N 3.917 -1.156 0.448
H 3.479 -1.523 1.282
C 4.737 0.039 0.605
C 6.028 -0.071 -0.208
C 6.891 1.169 0.008
C 6.125 2.427 -0.389
C 4.832 2.537 0.413
C 3.967 1.299 0.200
H 3.048 1.370 0.787
H 3.695 1.215 -0.853
H 4.278 3.428 0.109
H 5.069 2.637 1.475
H 6.745 3.310 -0.219
H 5.886 2.382 -1.453
H 7.804 1.086 -0.584
H 7.178 1.235 1.060
H 6.572 -0.969 0.092
H 5.770 -0.165 -1.263
H 4.990 0.099 1.669
H 2.149 -3.129 -1.527
H 2.973 -3.564 -0.004
H 0.229 -2.033 -1.461
H -1.848 -1.177 -1.692
H -4.054 -0.240 -1.931
H -7.908 1.745 -1.722
H -9.281 0.924 0.277
H -9.005 -1.503 0.445
H -7.415 -1.391 -0.455
```

The calculation puts the lowest unoccupied orbital energy at 0.30 eV. For the orbital gap, the calculation gives 8.76 eV. The structure (SMILES) is C=CCOc1cccc(/C=N/NC(=O)CC(=O)NC2CCCCC2)c1.

=====

Which one is most stable, and which one is least stable? *ii* is the most stable of them, while *i* is the least stable.